Entry 1:
Here is a 4-piece molecular cluster, C35H64FN5O10PS2 overall from OMol25. Energies are from ωB97M-V/def2-TZVPD.

Values from the calculation:
net charge	+1
spin multiplicity	1
LUMO energy	-4.7283	eV
HOMO	-9.82	eV
largest force on an atom	8.40	eV Å⁻¹

XYZ file:
```
118
Properties=species:S:1:pos:R:3:forces:R:3:lowdin_charge:R:1
C -5.0072 -7.3458 5.8489 -0.54 0.10 0.10 -0.558
P 1.0402 0.7179 -2.2298 1.64 0.25 -0.84 0.987
H -3.7831 2.5494 -3.2524 2.24 0.64 1.32 0.116
H -3.4636 -5.3017 6.5067 -0.11 -0.03 -0.26 0.106
H 2.6679 3.3727 3.5038 0.87 -1.76 -1.66 0.131
C -3.0492 -1.6053 2.3298 -1.29 -0.70 -3.40 -0.449
H -2.4435 3.0382 -0.3737 0.41 -1.69 -2.09 0.136
H -0.8266 5.1674 -0.8828 1.67 -1.78 0.80 0.090
H 6.0099 4.7913 2.5076 -2.23 -0.75 -1.17 0.086
H -1.9648 2.9884 -3.4621 -1.41 0.12 1.53 0.071
C 2.3265 2.5087 1.3400 2.43 2.39 0.50 -0.177
H -4.2841 4.8247 -3.0986 2.11 -0.37 1.71 0.094
C 5.2062 -4.4727 -0.2826 0.69 -0.25 0.20 -0.560
H 6.2054 -6.8034 -1.0329 -0.09 0.08 0.25 0.101
H 5.1902 -2.0745 0.8315 0.13 -0.07 -0.22 0.099
H -4.8016 2.5347 -1.2181 1.61 -2.02 0.70 0.108
C 0.3324 1.2101 0.6455 -1.05 -2.41 1.93 -0.327
H -3.6631 -5.3697 4.7169 -0.11 -0.06 0.27 0.037
H 2.3705 3.6505 0.9853 -0.08 -2.53 0.60 0.121
O -5.2873 -8.6710 5.9305 0.54 1.17 -0.12 -0.007
C -2.8432 3.0390 -2.7021 -0.65 0.26 -0.13 -0.196
C -0.0874 4.3980 -0.3636 -0.39 0.90 1.25 -0.057
H 5.1332 4.3116 0.8764 -0.41 0.42 2.23 0.078
N -2.4239 -1.0609 -1.4833 0.10 2.66 1.32 -0.291
H 1.8285 -2.8395 2.3029 -1.57 1.25 0.88 0.115
N -1.8133 -0.3459 0.8680 2.09 3.34 -4.49 -0.113
C 0.1828 0.7494 6.6965 -0.61 -3.46 -2.67 -0.071
H -4.3680 0.7541 -1.6420 0.59 1.51 1.52 0.084
H 5.5882 -6.9152 0.6565 0.09 0.11 -0.24 0.100
O 0.9340 2.1858 1.5152 -0.24 -0.68 -1.46 -0.156
H -2.4603 5.2759 -2.9437 -1.74 -0.97 1.47 0.080
H 4.1376 5.1380 2.3233 1.59 -1.56 -0.59 0.081
H 0.6749 3.5406 -4.4261 1.57 -1.93 -0.33 0.070
H 1.8771 -1.6453 -2.2252 -2.35 1.22 -0.10 0.066
H 2.2264 -2.6274 4.8169 -2.19 0.97 -0.60 0.136
H 0.1137 -1.6796 -1.5816 1.18 0.98 -1.20 0.011
H 0.8693 5.0091 -0.0382 -1.91 -1.38 -0.80 0.105
H -1.6643 3.5162 -6.4000 0.21 -0.14 -0.26 0.076
C 4.9926 4.3880 2.0388 0.96 -0.51 0.01 -0.150
O -5.8199 -6.4362 5.9050 1.24 -1.23 -0.14 0.108
H 5.2950 2.0324 2.0679 -1.02 1.77 0.88 0.109
H 2.7129 -0.5758 2.5285 -2.63 0.22 -0.15 0.124
C -3.2231 -5.8559 5.5936 0.16 0.31 0.08 -0.061
N -1.4695 1.2134 -1.3156 -0.93 -1.78 2.48 -0.047
C 1.3383 2.5621 -4.5924 -0.74 1.11 -0.01 -0.182
C -1.9264 -0.0808 -0.6128 -0.87 -0.84 -0.90 -0.139
C 5.3137 -6.8058 -0.3977 0.33 -0.55 0.07 -0.049
H -6.7799 -10.0558 6.1493 0.33 0.22 -0.04 0.097
F 1.8136 3.3276 -1.5951 -3.15 -0.66 0.96 -0.139
H -2.3944 0.7236 6.5423 2.49 -1.07 -0.51 0.081
O -3.6662 -7.2078 5.6942 -0.84 -0.15 0.04 -0.006
O 6.3491 -4.3941 0.1402 -1.81 -0.04 -0.64 0.116
C 3.1445 2.5372 2.8000 -0.08 0.09 0.23 -0.172
O 4.3704 -3.4302 -0.5189 0.33 -0.76 0.11 -0.022
H -3.4996 4.8636 -1.3148 0.46 -0.35 -2.25 0.084
H -0.0049 -2.3959 2.3762 1.87 0.72 0.97 0.090
C -0.0744 1.6245 -0.8858 1.98 -0.09 -1.44 -0.346
H 1.0430 4.3724 -11.4660 -0.25 -0.13 0.00 0.101
N -3.0261 -0.4795 1.5116 -1.71 -6.41 5.15 0.000
H -1.7632 -1.7939 4.8013 1.49 1.68 1.44 0.050
C -1.3435 0.2693 6.2959 5.31 -3.13 -2.25 -0.061
H -4.2452 1.4444 0.2068 0.40 -0.13 -2.13 0.081
C 4.7387 2.8861 2.6444 -0.44 0.42 1.08 -0.262
H 3.0636 1.5340 3.3928 -0.04 1.75 -1.28 0.085
N 0.4253 -1.3245 5.2379 0.29 3.40 2.49 -0.196
H -0.6336 4.0857 0.6505 1.37 0.39 -2.28 0.101
C 1.0517 -2.1153 2.8045 1.01 0.29 0.14 -0.161
H 1.4869 2.4909 -5.7693 -0.25 -0.03 2.63 0.091
H 0.5144 -3.4035 4.6219 1.43 2.03 -0.30 0.129
H -1.7616 1.8687 1.3791 1.00 -2.34 -0.01 0.148
C 1.1788 -0.1847 0.8256 1.17 -0.95 0.33 -0.126
C -4.0725 1.6327 -0.9318 -0.16 1.41 -0.27 -0.072
O 0.3124 2.9666 -10.1154 -0.73 0.51 0.86 -0.012
H -1.2346 5.0280 -7.2229 -0.16 -0.13 -0.17 0.102
H 1.0862 0.1952 3.1836 0.81 -1.39 -1.51 0.096
O -0.7169 3.2629 -8.1978 0.20 0.17 -0.74 -0.020
O -1.0924 4.7706 -9.8903 0.79 -1.54 0.77 0.114
C -6.6721 -8.9690 6.0961 -0.60 -0.17 0.09 -0.048
C 0.5808 3.3800 -11.4538 0.14 0.16 -0.61 -0.048
C -0.5538 3.7686 -9.4464 -0.13 0.50 -0.54 -0.559
H -2.6140 4.0269 -7.8086 0.22 0.15 0.00 0.101
C -1.1143 0.8667 1.4339 1.01 2.35 1.15 -0.045
H 0.4360 -1.4944 -3.4208 0.65 0.96 2.29 0.067
H 5.8075 -1.9626 -0.8580 -0.07 -0.09 0.25 0.104
H -0.6771 1.3730 -4.1161 2.18 0.13 0.09 0.062
C 1.5246 -0.5664 2.4155 0.48 -0.65 0.06 -0.165
H 0.4293 1.7093 7.3519 -0.45 -2.51 -1.64 0.083
H 1.2844 2.6675 -11.8930 -0.16 0.00 0.37 0.096
C 4.9312 -2.1512 -0.2295 0.23 0.41 0.09 -0.050
H 2.3727 2.7402 -4.0335 -2.34 -0.62 -1.28 0.087
S -3.3787 -3.2337 2.8276 1.23 6.17 -1.36 0.696
H -2.1363 -5.8645 5.4727 -0.21 -0.31 0.04 0.095
C 0.3305 3.1807 -1.3258 -0.43 1.53 -1.16 -0.228
H 0.7843 0.3775 -4.7366 -0.61 1.74 1.87 0.092
C 0.8007 -1.1384 -2.3398 -0.10 -2.63 -0.75 -0.340
H -2.4800 -0.8385 -2.5230 0.42 0.01 1.96 0.150
H 2.2227 -0.1257 0.2784 -2.28 -0.02 0.87 0.095
C 0.4904 1.2861 -4.0168 0.01 -0.83 -1.13 -0.409
C 1.1371 -2.4038 4.4485 -1.70 -1.30 -1.14 -0.160
C -1.6094 4.0104 -7.3738 -0.27 0.27 0.20 -0.054
C -2.5386 2.2435 -1.2614 -3.95 1.53 0.19 -0.305
H -0.1322 3.4430 -2.3968 1.02 -1.06 2.41 0.122
S -2.9618 -2.6514 -1.0124 -0.50 -0.21 0.13 0.781
C -1.0569 -1.0504 5.3664 1.96 2.47 1.67 -0.073
H -7.0505 -8.5394 7.0293 0.04 0.06 -0.27 0.101
H -0.3363 3.3714 -12.0517 0.15 0.16 0.17 0.101
H 2.4599 -0.2393 6.0590 -3.10 -0.55 -0.37 0.119
H -7.2501 -8.6073 5.2395 0.09 0.08 0.24 0.099
H 2.9299 1.9237 0.5277 -1.46 0.68 1.54 0.140
O 4.5503 -5.6179 -0.5980 0.28 1.15 0.20 -0.014
H 4.6918 -7.6593 -0.6814 -0.09 0.38 -0.01 0.095
C 1.2722 -0.3063 5.9947 -5.45 1.90 0.93 -0.048
H -0.9499 0.6874 2.5922 -0.10 0.15 -2.54 0.152
H 5.1836 2.8955 3.7523 -1.02 -0.19 -2.39 0.117
H -4.3890 -2.6692 -0.9730 1.60 0.91 -0.17 -0.059
H 0.6469 -1.1493 0.4351 0.76 2.09 0.36 0.095
H 4.1767 -1.3925 -0.4550 -0.06 -0.33 -0.07 0.073
C -3.3060 4.6256 -2.4440 0.20 -0.58 -1.41 -0.121
```
Positions in Å, forces in eV/Å.

---

Entry 2:
Here is a 2-piece molecular cluster, C35H65BN3O6S overall from OMol25. Energies are from ωB97M-V/def2-TZVPD.

Values from the calculation:
net charge	+1
spin multiplicity	1
LUMO energy	-3.1253	eV
HOMO	-10.25	eV
largest force on an atom	3.11	eV Å⁻¹

XYZ file:
```
111
Properties=species:S:1:pos:R:3:forces:R:3:lowdin_charge:R:1
H 6.1364 0.8851 -1.1097 0.10 -0.23 0.15 0.117
N -3.6444 0.6864 -5.2231 -0.78 -0.74 0.93 0.086
C -0.4255 3.0663 -2.8791 0.07 1.22 -1.21 -0.091
C 5.6947 -1.5967 3.3479 -1.24 -0.36 0.31 -0.038
H 2.4476 1.9223 0.7417 0.09 -0.05 0.00 0.114
H -1.3134 -3.5603 4.6740 0.14 0.00 0.01 0.104
C -0.5887 -0.3852 -6.7335 -0.93 -0.16 0.98 -0.058
H -3.8568 0.7469 1.7050 -0.08 -0.06 0.00 0.060
C -3.5038 -0.7040 6.1896 0.22 0.03 -0.21 -0.210
C 0.8487 -2.0102 2.8070 0.53 -0.23 -0.12 -0.070
H -0.5670 3.7259 -2.0112 -0.10 -0.35 0.06 0.130
H 5.3496 -0.6987 3.8731 0.34 0.05 -0.16 0.090
C -3.4067 1.7957 -3.0385 -0.50 -0.23 1.05 -0.026
H 2.8456 -3.6089 0.4027 0.00 0.13 0.18 0.073
H 5.1244 2.0427 -2.9397 -0.01 0.29 0.10 0.128
H 1.1311 -3.2625 0.4546 0.13 0.04 0.07 0.089
C 4.2603 1.5141 -0.2866 0.92 -0.91 0.49 -0.292
H -2.6094 3.4693 -2.1262 0.29 0.40 -0.18 0.136
H -1.1250 -1.8676 4.1305 -0.29 -0.14 0.24 0.054
H -0.4148 -0.9570 -7.6446 0.34 0.22 0.06 0.079
C -2.8189 1.6024 5.7149 0.26 -0.13 -0.14 -0.197
H 6.3174 -1.1036 0.3507 -0.12 -0.01 0.13 0.112
H 0.6055 -1.2102 2.0984 -0.08 -0.12 0.01 0.083
H -2.1549 -2.3746 6.4615 0.07 0.08 -0.08 0.125
H -0.0223 -2.6550 2.9653 0.72 0.34 -0.66 0.013
H 1.0400 -1.5321 3.7751 0.06 -0.10 -0.10 0.088
H -1.1751 -0.1525 -2.9258 -0.05 0.02 -0.20 0.113
C -1.7732 -2.7507 4.1005 -0.67 0.27 0.26 -0.136
H -3.1412 1.9112 6.7134 -0.06 -0.03 0.00 0.121
H -2.5245 -1.6287 -5.3208 0.02 0.13 0.16 0.105
H 5.0184 -4.1425 1.9570 0.15 0.02 -0.11 0.089
H -0.4061 2.0101 -2.6018 0.19 0.19 0.23 0.117
H -2.0195 2.1959 -5.7093 0.12 -0.47 0.01 0.126
H 6.3408 -3.0204 1.4406 -0.08 -0.39 0.17 0.072
O 1.8933 2.6585 -2.9879 -0.03 0.46 -0.18 -0.154
H 0.6492 0.1087 -4.0300 0.21 0.07 -0.25 0.046
H 0.8485 3.3844 -4.6309 0.15 0.23 0.07 0.134
C -1.5736 3.2520 -3.9233 1.13 -2.33 1.72 -0.186
O 4.1521 2.5962 -1.1394 -0.12 -0.35 -0.35 -0.055
H -1.6494 -0.0985 -6.7593 0.22 0.14 -0.25 0.057
N -2.4380 0.1934 5.7560 -0.21 0.05 0.05 -0.050
H 1.8313 -4.4233 3.8921 0.02 -0.09 -0.12 0.087
H 3.6343 1.1733 -2.5156 0.24 0.02 -0.19 0.134
C -3.7016 0.6086 2.7750 0.27 0.12 -0.10 -0.085
H 6.6788 -1.4674 2.9001 -0.06 0.14 0.13 0.081
C 0.9065 3.4996 -3.5373 -0.19 -0.83 1.04 -0.204
C 2.1118 -2.9056 0.8038 -0.42 0.06 -0.24 -0.055
H -0.1233 -2.2553 -5.8257 -0.11 0.07 0.19 0.126
S -5.6854 -1.0400 -4.4228 0.42 0.91 -0.61 0.802
H -3.3092 2.6129 0.8138 -0.31 0.23 0.29 0.080
N -2.8336 3.2199 -3.0898 -0.17 0.53 0.05 0.141
C -4.6039 -0.0089 -4.9342 -0.07 -1.07 0.38 -0.752
H 3.6730 -3.2165 3.7503 0.05 0.14 -0.14 0.113
H -4.0710 3.0853 4.8526 0.01 0.00 -0.04 0.121
H 4.9215 -3.1410 0.4497 -0.05 -0.46 0.17 0.073
H 2.5994 -0.0487 2.2613 -0.02 0.11 -0.13 0.099
C 4.4461 -0.7470 1.4149 0.29 -0.34 -0.56 -0.182
H 3.1296 -1.5645 3.7556 -0.01 -0.11 -0.14 0.110
H -4.0084 3.7848 -0.3263 -0.13 -0.26 -0.05 0.092
C 0.8237 -0.8016 -4.6095 -0.46 -0.91 -0.02 -0.069
H 1.1204 4.5300 -3.2246 -0.09 0.08 -0.54 0.136
H -1.8072 1.3365 -0.2171 -0.06 -0.44 0.51 0.121
H -1.5691 -2.4001 -4.0800 -0.09 0.17 0.02 0.124
H -2.7639 -0.8558 -2.8903 0.14 0.02 -0.07 0.120
H 1.0530 -1.5968 -3.8873 0.08 0.23 0.01 0.088
H -4.4757 1.9756 -3.1930 0.18 -0.58 -0.52 0.156
H -3.8712 -2.7925 6.4250 0.03 -0.01 0.03 0.124
C -4.1977 2.8383 0.2135 0.41 0.15 0.12 -0.048
H -3.5002 3.9388 -3.3742 -0.26 -0.38 -0.31 0.196
C 3.2184 3.0726 -3.3207 0.32 -0.82 0.50 -0.160
B -3.3372 1.4195 -1.4665 -0.62 -1.24 1.18 -0.583
H 0.7410 -4.5625 2.4770 0.13 -0.16 0.19 0.077
O -3.4711 1.8859 3.3480 -0.19 -0.16 -0.08 -0.194
C 3.2977 1.2475 0.6703 -0.51 0.19 0.17 0.005
O -4.4399 1.7437 -0.6862 0.54 0.98 -0.95 0.031
C -2.6780 0.8984 -4.0794 0.65 2.57 -1.42 -0.331
H -4.4336 -0.5272 5.6327 -0.12 -0.11 0.12 0.107
H 3.4051 4.1142 -3.0311 -0.15 -0.03 -0.23 0.136
C 1.7591 -4.3227 2.8073 -0.09 0.54 -0.87 -0.056
C -1.6945 -1.4583 -4.6299 0.89 -0.08 0.18 -0.143
H -4.8419 1.5151 4.8648 0.06 -0.15 -0.07 0.113
H -0.6582 1.4947 -4.8126 -0.14 0.13 -0.02 0.094
H -2.1376 -0.0839 4.8309 0.06 -0.04 0.01 0.070
H -0.0064 0.5372 -6.6823 0.14 -0.19 -0.34 0.066
O -3.0718 -2.4570 4.5834 0.25 -0.04 0.03 -0.185
C -2.0271 -0.3941 -3.5650 -1.13 -0.29 -0.05 -0.118
H 5.6985 -2.3912 4.1064 0.43 0.06 -0.18 0.087
C 5.4553 -0.4553 0.4655 -0.39 0.28 -0.10 -0.014
H 1.6905 -0.7083 -5.2692 -0.06 0.24 0.19 0.086
H -5.0610 3.0240 0.8492 0.09 -0.35 0.01 0.113
H 3.3659 2.8939 -4.3942 0.21 0.29 0.09 0.134
O -2.2593 0.7905 -0.8697 0.21 1.10 -1.01 0.182
H 2.4217 -5.0162 2.2781 0.10 -0.05 0.43 0.083
C 4.6142 -2.0002 2.2755 1.20 0.25 0.69 -0.468
C -3.8832 2.0188 4.7022 0.02 0.36 0.26 -0.216
H -4.5837 0.1161 3.1887 0.04 -0.01 0.08 0.100
C -3.1083 -2.1512 5.9756 -0.43 -0.05 0.06 -0.207
C 3.3710 0.1311 1.5230 0.78 0.24 -0.50 -0.020
H -1.4443 4.1441 -4.5317 -0.48 0.08 0.17 0.163
H -3.7035 -0.5372 7.2514 0.00 0.03 0.00 0.126
H -1.9094 2.1660 5.4907 -0.06 0.09 0.01 0.118
C 3.3664 -2.4001 3.0843 0.06 0.05 -0.62 -0.118
C 2.0706 -2.8644 2.3337 -0.47 -0.39 0.98 -0.522
C 5.2618 -3.1881 1.4896 -0.54 1.10 -0.38 -0.036
H 2.2634 -1.9274 0.3380 0.11 -0.11 0.15 0.075
C -1.6548 1.9260 -4.7152 -0.06 0.66 -0.72 -0.054
C 5.3767 0.6471 -0.3728 -0.88 0.56 0.20 0.006
C 4.1259 2.1548 -2.5079 -0.66 -0.10 -0.01 -0.158
H -1.8699 -3.0713 3.0637 -0.17 0.01 0.03 0.094
H -2.8267 -0.0359 2.8947 -0.12 -0.17 0.06 0.080
C -0.3908 -1.2609 -5.4476 0.26 0.27 -0.62 -0.384
```
Positions in Å, forces in eV/Å.